1.
{
  "formula": "H5PSi",
  "method": "wB97M-V/def2-TZVPD",
  "charge": 0,
  "lumo_energy_ev": [0.88, -3.51],
  "homo_ev": [-4.1, -11.6],
  "total_energy_ev": -17240.3429,
  "homo_lumo_gap_ev": [4.973, 8.038],
  "s2": 2.003,
  "spin_multiplicity": 3,
  "species": ["Si", "P", "H", "H", "H", "H", "H"],
  "xyz": [[-0.754, -0.395, 0.073], [1.450, -0.194, 0.094], [-1.150, 1.032, 0.359], [-1.139, -0.763, -1.317], [-1.139, -1.213, 1.169], [1.427, 0.937, 0.675], [1.304, 0.595, -1.053]],
  "forces_ev_per_a": [[0.152, -0.299, -0.955], [-1.263, -3.880, 0.085], [0.374, -0.353, -0.083], [-0.287, 0.152, 0.176], [-0.566, -0.751, 0.667], [1.378, 4.220, 2.628], [0.213, 0.910, -2.518]]
}

2.
{
  "formula": "C2BrF3S",
  "method": "wB97M-V/def2-TZVPD",
  "charge": 0,
  "lumo_energy_ev": [-0.57, -1.19],
  "homo_ev": [-8.9, -9.1],
  "total_energy_ev": -91099.3456,
  "homo_lumo_gap_ev": [8.364, 7.948],
  "species": ["C", "C", "F", "F", "F", "S", "Br"],
  "xyz": [[-2.266, -0.145, 0.000], [1.964, -0.011, -0.141], [-2.371, -1.136, 0.889], [1.829, 0.899, -1.095], [3.199, -0.333, 0.176], [-3.222, 0.304, -1.109], [0.868, 0.421, 1.279]],
  "forces_ev_per_a": [[0.788, -1.272, 1.807], [-0.630, -0.271, -0.356], [0.159, 0.698, -0.568], [0.931, -0.193, -0.225], [0.181, 0.453, -0.400], [-1.017, 0.560, -1.272], [-0.412, 0.024, 1.015]]
}

3.
{
  "formula": "C35H46Cl2GeN3O9PSTi",
  "method": "wB97M-V/def2-TZVPD",
  "charge": 1,
  "lumo_energy_ev": [-3.58, -3.52],
  "homo_ev": [-10.2, -11.2],
  "total_energy_ev": -184727.9060,
  "homo_lumo_gap_ev": [6.630, 7.714],
  "s2": 0.764,
  "spin_multiplicity": 2,
  "species": ["Ti", "C", "C", "C", "C", "O", "Ge", "O", "C", "C", "C", "C", "O", "C", "C", "C", "C", "H", "H", "H", "H", "H", "H", "H", "H", "H", "H", "H", "H", "H", "H", "H", "H", "H", "H", "H", "H", "H", "H", "H", "H", "H", "H", "H", "Cl", "C", "C", "C", "C", "C", "C", "P", "C", "C", "C", "C", "C", "C", "C", "C", "C", "C", "C", "C", "H", "H", "H", "H", "H", "H", "H", "H", "H", "H", "H", "H", "H", "H", "O", "Cl", "O", "O", "O", "O", "N", "O", "C", "C", "C", "C", "N", "C", "S", "N", "H", "H", "H", "H", "H"],
  "xyz": [[-0.565, 0.475, 0.603], [-1.062, 3.115, -2.061], [-1.184, 3.437, -0.583], [-2.630, 3.642, -0.170], [-0.370, 4.683, -0.274], [-0.683, 2.280, 0.195], [0.827, 2.849, 1.814], [0.397, 0.965, 2.199], [0.790, 0.374, 3.512], [-0.134, -0.788, 3.832], [2.228, -0.095, 3.371], [0.658, 1.458, 4.569], [2.094, 2.251, 0.684], [3.288, 2.931, 0.235], [4.466, 2.018, 0.557], [3.452, 4.273, 0.938], [3.186, 3.127, -1.272], [-1.557, 3.901, -2.633], [-1.546, 2.171, -2.303], [-0.021, 3.065, -2.375], [-3.036, 4.498, -0.712], [-2.704, 3.843, 0.898], [-3.235, 2.768, -0.396], [-0.696, 5.474, -0.950], [0.694, 4.525, -0.451], [-0.529, 5.041, 0.744], [-0.163, -1.515, 3.023], [-1.146, -0.458, 4.057], [0.262, -1.289, 4.717], [2.311, -0.987, 2.752], [2.627, -0.329, 4.360], [2.847, 0.684, 2.928], [-0.338, 1.902, 4.560], [1.406, 2.247, 4.453], [0.823, 1.006, 5.548], [4.429, 1.702, 1.598], [5.412, 2.535, 0.391], [4.446, 1.128, -0.071], [3.551, 4.144, 2.019], [2.609, 4.941, 0.743], [4.353, 4.775, 0.585], [2.988, 2.174, -1.762], [4.124, 3.523, -1.665], [2.392, 3.827, -1.537], [0.868, 0.467, -1.947], [-0.187, 0.053, -3.289], [0.361, 0.174, -4.555], [-0.431, -0.126, -5.652], [-1.744, -0.536, -5.473], [-2.268, -0.650, -4.197], [-1.495, -0.358, -3.071], [-2.160, -0.597, -1.394], [-3.939, -0.301, -1.610], [-4.334, 0.947, -2.094], [-5.675, 1.254, -2.231], [-6.640, 0.318, -1.882], [-6.254, -0.927, -1.415], [-4.908, -1.240, -1.279], [-1.953, -2.381, -1.117], [-2.460, -2.952, 0.052], [-2.276, -4.299, 0.307], [-1.562, -5.087, -0.586], [-1.035, -4.522, -1.735], [-1.230, -3.174, -2.004], [1.386, 0.496, -4.674], [-0.018, -0.036, -6.647], [-2.362, -0.771, -6.329], [-3.292, -0.974, -4.064], [-3.594, 1.682, -2.382], [-5.970, 2.224, -2.609], [-7.689, 0.559, -1.981], [-7.001, -1.666, -1.157], [-4.628, -2.223, -0.929], [-2.992, -2.347, 0.775], [-2.681, -4.731, 1.212], [-1.409, -6.138, -0.379], [-0.467, -5.127, -2.429], [-0.814, -2.755, -2.911], [-3.983, 1.090, 1.134], [-3.146, 0.778, 2.228], [-3.792, 0.068, 3.255], [-2.392, 1.889, 2.689], [-2.059, -0.229, 1.668], [0.823, -3.253, 0.859], [1.204, -2.107, 0.665], [0.250, -1.142, 0.525], [4.907, -4.037, 3.519], [4.608, -4.053, 2.056], [5.047, -5.066, 1.207], [4.692, -4.986, -0.125], [3.945, -3.991, -0.605], [3.599, -3.080, 0.282], [2.621, -1.713, -0.338], [3.893, -3.035, 1.571], [5.515, -4.888, 3.817], [3.975, -4.052, 4.084], [5.430, -3.115, 3.777], [5.651, -5.883, 1.575], [5.000, -5.744, -0.834]],
  "forces_ev_per_a": [[-0.110, -1.046, 0.264], [-0.038, 0.036, -0.035], [-0.140, -0.139, 0.039], [-0.015, 0.056, -0.058], [0.013, 0.046, 0.003], [0.205, -0.059, 0.288], [0.188, 0.056, -0.148], [-0.373, 0.260, -0.158], [0.083, -0.135, -0.132], [0.049, -0.029, 0.045], [0.006, 0.006, 0.029], [-0.005, 0.028, 0.048], [0.051, 0.050, -0.006], [-0.026, -0.058, 0.000], [0.014, 0.008, -0.037], [0.016, 0.043, 0.075], [0.049, 0.019, -0.025], [0.008, -0.002, 0.000], [0.011, 0.000, 0.018], [0.020, 0.003, 0.014], [-0.010, 0.000, 0.009], [0.017, -0.014, 0.017], [0.007, 0.006, 0.003], [0.000, -0.003, 0.014], [-0.004, -0.018, -0.004], [-0.007, -0.019, 0.015], [0.005, -0.008, 0.009], [-0.004, 0.014, -0.001], [-0.005, 0.014, -0.005], [-0.014, -0.018, -0.053], [-0.009, -0.021, -0.007], [0.041, 0.066, -0.001], [-0.008, -0.011, -0.020], [0.008, -0.012, -0.017], [-0.006, 0.008, -0.005], [0.009, 0.024, 0.078], [-0.011, 0.004, -0.046], [-0.049, -0.042, 0.026], [-0.005, -0.023, -0.002], [-0.013, -0.017, -0.009], [-0.001, -0.005, -0.007], [0.034, 0.020, 0.016], [0.009, 0.017, 0.007], [-0.026, -0.002, 0.011], [-0.133, 0.002, -0.103], [0.132, 0.044, 0.083], [-0.096, -0.019, -0.011], [0.034, 0.012, 0.006], [-0.005, 0.003, -0.019], [0.000, -0.008, 0.022], [-0.004, -0.017, -0.091], [0.257, -0.017, 0.139], [0.014, 0.092, 0.008], [0.011, -0.015, -0.014], [-0.025, 0.008, 0.002], [-0.020, 0.004, 0.003], [0.008, -0.007, 0.003], [-0.022, -0.032, -0.029], [-0.015, -0.013, -0.034], [-0.022, -0.009, 0.068], [0.006, -0.017, -0.020], [-0.013, 0.000, 0.030], [0.010, 0.010, -0.010], [-0.002, -0.029, -0.015], [0.012, 0.006, -0.001], [0.003, -0.001, -0.004], [-0.005, 0.002, -0.004], [-0.002, -0.005, 0.014], [0.002, 0.000, 0.002], [0.004, 0.006, -0.004], [-0.006, -0.004, -0.005], [-0.006, -0.001, 0.008], [0.015, 0.003, 0.010], [0.007, 0.020, -0.018], [0.004, -0.007, 0.007], [-0.001, -0.006, -0.001], [0.005, -0.004, -0.004], [-0.007, 0.013, 0.001], [-0.169, 0.014, -0.059], [0.567, -0.517, -0.129], [-0.059, -0.123, 0.128], [-0.081, 0.283, 0.176], [-0.338, 0.878, -0.329], [-0.028, 0.009, -0.023], [0.163, 0.032, 0.102], [-0.119, 0.467, -0.148], [0.035, 0.011, 0.037], [-0.005, -0.066, -0.064], [-0.024, 0.066, 0.027], [0.049, -0.052, 0.022], [0.007, 0.027, -0.102], [-0.052, 0.186, 0.174], [-0.034, -0.297, -0.080], [-0.005, -0.029, 0.010], [0.005, 0.003, -0.004], [-0.010, 0.002, -0.007], [-0.001, -0.004, 0.005], [-0.018, -0.026, 0.013], [0.012, 0.015, -0.017]]
}

4.
{
  "formula": "C4H8O2",
  "method": "wB97M-V/def2-TZVPD",
  "charge": 0,
  "lumo_energy_ev": 1.04,
  "homo_ev": -8.0,
  "total_energy_ev": -8368.1926,
  "homo_lumo_gap_ev": 9.082,
  "species": ["C", "C", "O", "C", "C", "O", "H", "H", "H", "H", "H", "H", "H", "H"],
  "xyz": [[1.371, 0.333, -0.078], [1.159, -1.066, -0.050], [-0.413, -0.854, -1.011], [-1.308, -0.265, -0.058], [-0.758, 1.085, 0.439], [0.582, 1.022, 0.879], [2.352, 0.767, -0.251], [0.392, 0.029, -1.152], [1.767, -1.693, -0.697], [0.690, -1.580, 0.790], [-1.449, -0.969, 0.772], [-2.284, -0.109, -0.533], [-1.362, 1.443, 1.281], [-0.840, 1.809, -0.389]],
  "forces_ev_per_a": [[0.343, -0.179, 0.252], [0.217, 0.136, 0.028], [-0.020, 0.129, -0.133], [-0.089, 0.000, 0.135], [-0.284, -0.009, -0.074], [0.049, 0.051, 0.015], [-0.163, -0.098, -0.006], [-0.254, -0.241, -0.092], [-0.082, 0.109, 0.058], [0.007, 0.125, -0.140], [0.024, 0.100, -0.097], [0.128, 0.009, 0.081], [0.081, -0.055, -0.156], [0.044, -0.075, 0.127]]
}

5.
{
  "formula": "C20H32N14O2SW",
  "method": "wB97M-V/def2-TZVPD",
  "charge": 4,
  "lumo_energy_ev": [-13.49, -12.92],
  "homo_ev": [-19.7, -19.7],
  "total_energy_ev": -58837.7151,
  "homo_lumo_gap_ev": [6.192, 6.796],
  "s2": 2.019,
  "spin_multiplicity": 3,
  "species": ["W", "N", "C", "N", "C", "N", "N", "C", "N", "C", "C", "C", "C", "C", "N", "H", "H", "H", "H", "H", "H", "H", "H", "N", "N", "C", "N", "N", "N", "O", "O", "H", "H", "H", "H", "H", "N", "C", "C", "C", "C", "C", "C", "H", "H", "H", "H", "H", "H", "H", "C", "N", "C", "C", "S", "N", "C", "C", "H", "H", "H", "H", "H", "H", "H", "H", "H", "H", "H", "H"],
  "xyz": [[-0.286, -0.678, -0.407], [-1.551, -3.602, -1.781], [-2.200, -3.239, -0.660], [-3.055, -4.091, -0.170], [-3.709, -3.759, 0.952], [-4.549, -4.599, 1.490], [-3.541, -2.537, 1.561], [-2.670, -1.753, 1.038], [-1.904, -2.010, -0.084], [-2.449, -0.434, 1.663], [-3.250, 0.024, 2.695], [-3.010, 1.291, 3.211], [-1.971, 2.045, 2.681], [-1.199, 1.513, 1.665], [-1.425, 0.289, 1.148], [-1.870, -4.461, -2.212], [-1.109, -2.929, -2.379], [-4.708, -5.505, 1.068], [-5.058, -4.350, 2.327], [-4.047, -0.602, 3.068], [-3.628, 1.683, 4.009], [-1.758, 3.040, 3.046], [-0.375, 2.070, 1.241], [0.990, 0.023, -3.097], [1.719, -1.108, -3.497], [1.829, -2.152, -2.672], [2.608, -3.167, -2.956], [1.055, -2.056, -1.535], [1.286, -2.848, -0.477], [1.982, -3.801, -0.410], [0.608, -2.383, 0.509], [0.351, 0.289, -3.844], [1.628, 0.803, -2.950], [2.231, -1.097, -4.373], [3.181, -3.165, -3.792], [2.675, -3.976, -2.353], [-1.744, 0.251, -1.739], [-1.549, 1.554, -2.435], [-2.211, 1.745, -3.641], [-2.070, 2.956, -4.305], [-1.274, 3.956, -3.762], [-0.621, 3.748, -2.557], [-0.753, 2.538, -1.880], [-1.910, -0.431, -2.483], [-2.635, 0.294, -1.236], [-2.853, 0.974, -4.052], [-2.591, 3.120, -5.237], [-1.172, 4.902, -4.276], [-0.012, 4.534, -2.131], [-0.246, 2.403, -0.933], [2.297, 1.479, 4.048], [2.038, 0.641, 2.860], [1.217, -0.529, 3.142], [2.495, 0.986, 1.669], [1.709, 0.544, 0.086], [3.583, 1.713, 1.508], [4.714, 1.645, 2.456], [3.856, 2.529, 0.320], [1.369, 1.521, 4.617], [2.572, 2.483, 3.741], [3.073, 1.046, 4.676], [1.635, -1.035, 4.012], [1.241, -1.223, 2.313], [0.197, -0.225, 3.381], [4.622, 0.762, 3.081], [4.771, 2.545, 3.065], [5.620, 1.564, 1.857], [2.932, 2.850, -0.150], [4.479, 1.975, -0.383], [4.399, 3.414, 0.647]],
  "forces_ev_per_a": [[0.140, 0.174, 0.451], [0.024, -0.007, -0.035], [0.007, -0.227, -0.027], [0.018, -0.082, -0.102], [0.073, 0.130, -0.048], [0.006, 0.015, 0.009], [0.051, 0.108, 0.061], [-0.185, -0.124, 0.115], [-0.089, -0.024, -0.080], [-0.109, 0.114, 0.192], [0.162, -0.016, -0.176], [0.030, 0.006, -0.024], [0.055, -0.050, -0.069], [-0.003, 0.062, 0.017], [-0.139, -0.015, 0.069], [-0.001, 0.001, 0.013], [-0.020, 0.011, 0.003], [0.007, 0.002, -0.007], [-0.001, -0.006, -0.002], [-0.007, -0.042, -0.020], [-0.007, 0.018, 0.018], [0.004, 0.021, 0.003], [-0.019, 0.012, 0.020], [-0.008, 0.019, -0.033], [-0.005, -0.098, 0.075], [-0.012, 0.144, 0.084], [0.011, 0.001, -0.071], [-0.003, 0.068, -0.208], [0.220, -0.138, -0.218], [-0.091, 0.067, 0.063], [-0.002, -0.077, 0.203], [0.008, -0.006, 0.008], [-0.005, -0.015, -0.018], [-0.002, 0.003, 0.009], [0.007, -0.014, 0.014], [-0.007, 0.020, 0.000], [-0.180, 0.079, -0.120], [0.028, -0.031, -0.072], [0.055, -0.067, 0.070], [0.014, 0.001, 0.023], [-0.016, 0.003, -0.030], [0.040, -0.049, 0.101], [-0.013, 0.195, -0.059], [-0.113, 0.033, 0.030], [0.028, 0.052, -0.031], [-0.026, -0.026, -0.023], [-0.018, -0.007, -0.024], [0.007, 0.019, -0.007], [0.009, 0.026, 0.004], [-0.037, -0.055, -0.027], [0.033, 0.014, 0.013], [0.000, 0.099, -0.100], [0.027, -0.078, -0.007], [-0.206, 0.269, -0.066], [0.294, -0.471, -0.043], [-0.135, -0.082, 0.048], [0.023, -0.010, 0.024], [0.020, 0.049, -0.029], [0.011, 0.003, 0.012], [0.001, 0.001, 0.040], [-0.020, 0.034, 0.031], [-0.017, -0.010, -0.007], [-0.019, -0.050, -0.037], [-0.006, -0.030, 0.008], [0.045, 0.013, 0.002], [0.026, -0.018, 0.007], [0.005, 0.001, 0.035], [0.026, 0.026, -0.024], [0.002, 0.014, -0.012], [0.004, -0.003, -0.015]]
}

6.
{
  "formula": "C2H2Cl2O2S",
  "method": "wB97M-V/def2-TZVPD",
  "charge": 0,
  "lumo_energy_ev": -0.35,
  "homo_ev": -9.4,
  "total_energy_ev": -42079.4335,
  "homo_lumo_gap_ev": 9.073,
  "species": ["C", "C", "O", "O", "S", "Cl", "Cl", "H", "H"],
  "xyz": [[0.554, 1.148, 1.487], [-0.340, -0.623, -1.636], [0.449, 0.093, -1.121], [-0.466, -1.144, 1.052], [0.827, -0.498, 1.313], [-0.088, -2.239, -1.907], [-1.919, -0.130, -2.070], [1.381, 1.783, 1.451], [-0.400, 1.610, 1.432]],
  "forces_ev_per_a": [[0.776, -3.414, -0.224], [0.038, 1.181, 0.822], [0.141, 0.452, -1.272], [-0.025, -0.887, 0.327], [-1.197, 3.522, 0.861], [0.457, -1.932, -0.481], [-0.692, 0.445, -0.269], [1.415, 0.744, 0.332], [-0.913, -0.110, -0.095]]
}

Which of these has the highest charge? C20H32N14O2SW